# 1
Here is one molecule with the formula C14H21N3O from OMol25. Energies are from wB97M-V/def2-TZVPD.

Lowest unoccupied orbital energy, eV: 0.862
SMILES: CCCCN1C(N)=NC[C@@H]1Cc1ccc(O)cc1
Energy above the lowest of the compared OMol25 structures with the same formula, charge and spin, kJ/mol: 84.0
Gap between HOMO and LUMO, eV: 8.616
Energy, Ha: -785.59448
HOMO, eV: -7.7541

Structure (XYZ):
```
39
C14H21N3O wB97M-V/def2-TZVPD
C 0.563 2.572 1.609
N -0.321 0.862 -2.358
C 0.125 0.225 1.957
O -0.712 4.224 2.723
N -1.785 -0.254 -0.928
H -2.107 -0.850 1.039
H -0.045 -1.865 2.378
H 0.373 0.603 -3.041
C 1.795 -2.320 -2.241
N 0.386 -0.833 -0.829
C -0.194 -1.608 0.250
H 1.478 -3.195 -1.670
C -1.177 1.894 3.114
H 0.400 -3.382 -5.235
C 0.940 -2.210 -3.501
C -0.885 0.570 2.845
C -0.459 2.905 2.491
H 2.029 -0.191 -1.896
H -1.453 4.308 3.334
H -2.301 -2.124 -0.175
H 0.648 -4.334 -3.771
H 1.646 1.005 0.667
C 0.396 -1.212 1.623
C 1.702 -1.076 -1.342
H -1.450 -0.205 3.345
H 1.287 -1.365 -4.103
H -1.969 2.145 3.808
H 1.119 3.365 1.135
H 2.036 -3.682 -4.644
C 1.010 -3.480 -4.340
H -0.099 -2.024 -3.218
H -0.015 -2.680 0.098
H 2.387 -1.206 -0.495
H 2.841 -2.467 -2.519
H -1.158 1.257 -2.758
H 1.474 -1.396 1.602
C 0.847 1.247 1.351
C -1.698 -1.256 0.112
C -0.611 -0.080 -1.403
```

# 2
Here is C14H21N6O2PdS as an isolated structure from OMol25. Energies are from wB97M-V/def2-TZVPD.

Lowest unoccupied orbital energy, eV: -3.066
Energy above the lowest of the compared OMol25 structures with the same formula, charge and spin, kJ/mol: 41.1
Gap between HOMO and LUMO, eV: 8.365
Energy, Ha: -1550.97877
HOMO, eV: -11.4308
Net charge: +1

Structure (XYZ):
```
45
C14H21N6O2PdS wB97M-V/def2-TZVPD
C -1.179 0.964 4.570
C -0.032 -2.851 7.604
H 0.479 2.640 -1.049
N -2.339 -1.232 -0.140
C 2.773 0.837 0.912
H 0.360 -4.902 8.111
C -1.144 1.038 3.190
C -0.643 -0.161 5.191
H -0.691 2.779 0.063
H 0.309 -2.061 4.811
H 1.194 3.933 0.854
C -2.550 -3.783 7.224
H 2.095 -0.987 0.176
H 2.372 0.608 1.901
H 3.282 2.874 1.257
C -0.386 -4.182 7.794
C -2.308 -2.434 7.013
N -1.614 -4.649 7.605
C -0.106 -1.158 4.383
H 0.855 2.522 1.861
C -0.125 -0.988 3.011
C 1.194 2.842 0.875
N -2.014 -0.005 -0.786
H -1.625 1.759 5.153
H 3.831 0.569 0.907
H 0.271 -1.759 2.358
H -3.108 -1.768 6.716
S -0.631 -0.242 6.956
H -3.260 -1.601 -0.329
O -0.104 -1.679 -0.256
H 2.431 0.097 -0.993
C -1.016 -1.964 7.199
Pd 0.001 0.274 -0.158
N -0.625 0.094 2.406
C -1.304 -2.192 -0.088
H 2.902 2.539 -0.414
N 0.207 2.339 -0.116
H -3.547 -4.184 7.086
H 0.983 -2.518 7.776
C 2.598 2.317 0.615
N 2.038 0.003 -0.060
O -1.550 -3.350 0.109
H -1.977 -0.132 -1.797
H -1.584 1.897 2.690
H -2.738 0.671 -0.572
```

# 3
Here is C14H21NO2 as an isolated structure from OMol25. Energies are from wB97M-V/def2-TZVPD.

Lowest unoccupied orbital energy, eV: 0.610
Energy above the lowest of the compared OMol25 structures with the same formula, charge and spin, kJ/mol: 1310.5
Gap between HOMO and LUMO, eV: 8.897
Energy, Ha: -750.82754
HOMO, eV: -8.2869

Structure (XYZ):
```
38
C14H21NO2 wB97M-V/def2-TZVPD
H 2.840 -3.891 1.311
H -1.104 2.762 -3.006
C 1.838 -1.385 2.276
H 2.394 2.367 1.022
H 2.500 0.369 2.854
H -2.832 -1.663 -3.795
H 0.514 1.726 -2.880
H -2.309 0.804 -3.769
C -2.748 -1.069 -2.776
C -1.860 0.221 -3.261
H -2.327 -1.777 -2.011
H 2.083 -4.199 2.788
H 2.676 -2.081 2.304
N 0.923 2.171 -0.373
C -0.457 -1.556 1.158
C 1.162 2.538 0.884
C 0.715 -2.232 1.753
C 0.665 0.528 1.933
O 0.639 -3.661 1.407
H -0.895 -0.222 -3.663
C -0.154 2.883 -0.855
H 0.866 2.301 2.953
H -0.647 0.347 -1.260
O -0.464 3.908 -0.850
H 1.768 -5.488 1.305
C -0.631 -0.246 1.538
H -1.393 -2.280 1.021
C 1.643 -0.173 2.454
C -1.458 0.956 -2.109
H 1.107 1.345 -0.564
C -0.492 2.102 -2.206
C 1.735 -4.399 1.885
H -0.626 2.404 2.090
H -3.698 -0.892 -2.394
C 0.388 1.993 2.058
H -1.347 0.267 1.206
H 1.243 3.908 1.024
H -2.256 1.314 -1.450
```

# 4
Here is one molecule with the formula C14H21NO3S from OMol25. Energies are from wB97M-V/def2-TZVPD.

Lowest unoccupied orbital energy, eV: 0.825
SMILES: CCOc1cc(S(=O)(=O)N2CCCC2)c(C)cc1C
Energy above the lowest of the compared OMol25 structures with the same formula, charge and spin, kJ/mol: 115.5
Gap between HOMO and LUMO, eV: 9.782
Energy, Ha: -1224.70926
HOMO, eV: -8.9569

Structure (XYZ):
```
40
C14H21NO3S wB97M-V/def2-TZVPD
H 1.210 -3.394 1.053
H -2.766 3.744 -0.860
H 0.620 -3.907 -0.550
H -4.721 -0.757 0.216
H -3.007 -0.599 0.625
C -1.283 2.684 0.250
H 2.918 -4.608 -0.761
H 1.961 -0.658 -1.806
N 1.090 -1.898 -0.381
H 1.853 1.046 2.930
C -0.189 2.787 1.100
C 2.777 -3.562 -0.492
H -4.019 1.624 0.121
H 3.864 -2.010 -1.557
C 2.969 -2.614 -1.688
C 1.719 -1.712 -1.676
C -0.577 0.440 -0.281
C 1.345 -3.281 -0.020
H -2.937 3.878 0.895
H 1.005 -2.015 -2.447
H 3.046 -3.156 -2.629
H -0.038 3.713 1.638
H -0.722 -0.481 -0.821
H -3.484 -1.184 -0.974
C -3.740 -0.496 -0.172
S 1.651 -0.789 0.769
H 2.806 1.786 1.663
O -2.544 1.329 -1.306
H 3.474 -3.307 0.305
H -4.510 1.038 -1.488
C 0.715 1.749 1.282
O 2.979 -0.335 0.450
H 1.849 2.816 2.750
C -2.220 3.841 0.075
C 0.507 0.579 0.559
C 1.872 1.869 2.217
H -1.668 4.778 0.071
C -3.765 0.936 -0.696
O 1.443 -1.356 2.072
C -1.483 1.483 -0.437
```

# 5
Here is C14H21NPV as an isolated structure from OMol25. Energies are from wB97M-V/def2-TZVPD.

Lowest unoccupied orbital energy (spin up / spin down), eV: 2.883 / 2.751
Spin multiplicity: 4
Energy above the lowest of the compared OMol25 structures with the same formula, charge and spin, kJ/mol: 74.4
Gap between HOMO and LUMO (spin up / spin down), eV: 3.067 / 5.974
Energy, Ha: -1885.83066
HOMO (spin up / spin down), eV: -0.1840 / -3.2228
Net charge: -1

Structure (XYZ):
```
38
C14H21NPV wB97M-V/def2-TZVPD
H -2.844 -2.978 0.469
H 0.109 0.894 -2.787
C -2.400 -3.170 1.450
H 1.543 -2.241 -1.722
C -4.016 -0.297 0.496
C -3.882 0.293 -1.830
N -2.670 -2.031 2.369
H -4.376 0.499 -2.779
H -1.925 0.660 -2.609
H -5.731 -0.028 -0.774
H -0.884 1.628 1.978
C -2.628 -0.311 0.589
H -2.640 -1.568 4.428
C -2.059 -0.700 1.913
C -2.490 0.360 -1.732
C -4.644 -0.007 -0.708
C 1.531 1.741 -1.303
V 0.126 0.325 -0.173
C 1.594 2.631 -0.212
H -3.696 -1.906 2.353
H 0.749 3.489 1.515
H -1.321 -3.315 1.358
H -0.964 -0.813 1.980
H 1.030 -2.942 0.250
H -0.503 -2.744 -1.347
C -0.216 1.593 1.113
H -4.627 -0.489 1.376
H -2.859 -4.056 1.900
C 0.319 1.182 -1.758
H 2.430 1.617 -1.928
H 2.356 3.408 -0.244
C -1.867 0.082 -0.519
P 0.553 -1.986 -0.717
H -2.382 0.018 2.688
H -1.172 -2.397 3.798
H -2.699 -3.325 4.029
C -2.264 -2.355 3.765
C 0.695 2.615 0.849
```

# 6
Here is a 3-piece molecular cluster, C14H22BF3NO8 overall from OMol25. Energies are from wB97M-V/def2-TZVPD.

Lowest unoccupied orbital energy, eV: 1.937
Gap between HOMO and LUMO, eV: 5.732
Energy, Ha: -1527.79712
HOMO, eV: -3.7945
Net charge: -1

Structure (XYZ):
```
49
C14H22BF3NO8 wB97M-V/def2-TZVPD
F 0.518 -1.462 -2.289
H -3.260 -0.075 -3.493
H -5.070 -2.325 -1.182
H 4.197 4.981 1.800
H 3.521 2.336 0.400
H -3.282 1.671 -2.991
O 0.733 -1.906 3.357
H -0.468 1.404 0.356
C 4.390 4.238 1.024
H 2.778 -2.056 1.443
H -1.706 2.395 -1.470
H -0.719 1.629 -2.699
B -4.010 -0.448 -0.730
C -3.323 0.627 -2.647
H -3.444 -4.009 -0.516
O 4.473 4.904 -0.236
O -0.563 -3.573 2.566
H -3.498 -2.827 0.805
O 2.949 5.445 -1.805
O 2.440 4.000 -0.152
H 2.437 -2.103 4.491
F 1.128 -1.982 -0.275
C -2.111 0.336 -1.670
H 0.541 2.356 -0.713
C 2.140 -1.740 3.505
C -0.021 1.419 -0.644
C 0.503 -3.077 2.711
C 2.687 -2.603 2.382
H -4.834 -0.304 0.183
H -1.294 -2.634 0.422
C -3.230 -2.965 -0.244
C 3.220 3.293 0.818
H 2.640 3.120 1.721
C -1.132 1.490 -1.696
H -3.651 -2.217 -2.197
F 2.244 0.635 -0.294
H -1.684 -0.590 -2.078
H 5.323 3.727 1.244
O 1.669 -3.593 2.240
H -1.376 -3.636 -0.830
H 2.408 -0.690 3.414
C 3.251 4.840 -0.830
C 0.826 -0.976 -1.107
O -4.485 0.384 -1.900
O -2.682 0.136 -0.424
C -4.009 -2.041 -1.173
C 0.965 0.316 -0.753
H 3.639 -3.072 2.621
N -1.766 -2.776 -0.462
```

Here are the calculated max |F| numbers, same order: 0.693, 0.818, 19.627, 1.294, 2.555, 1.794 (eV/Å).